This record from OMol25 describes a 5-piece molecular cluster, C7H13Cl6FO5 overall in a non-equilibrium geometry. The level of theory is the ωB97M-V functional and the def2-TZVPD basis.

Gap between HOMO and LUMO (eV): 10.58
LUMO level (eV): 0.05
Maximum force (eV/A): 2.40
Net charge: 0

Geometry as XYZ:
```
32
Properties=species:S:1:pos:R:3:forces:R:3:nbo_charge:R:1
O -1.5050 -5.0281 3.9801 0.0 0.7 0.6 -0.56
C -1.2866 -3.8847 3.7178 -0.1 -2.0 -1.3 0.96
O -1.3141 -2.8275 4.4863 0.6 1.8 0.9 -0.47
C -1.1441 -1.6232 3.6557 -1.5 0.6 1.8 -0.14
C -0.6555 -2.1663 2.3935 0.4 -1.3 -1.8 0.41
F 0.7023 -2.0594 2.2556 0.6 0.0 0.5 -0.35
O -0.9903 -3.5327 2.4320 0.2 0.9 -0.4 -0.49
H -2.1774 -1.2022 3.6195 1.0 -0.2 -0.4 0.22
H -0.4434 -0.8424 4.0284 -0.4 -1.0 0.4 0.23
H -1.0133 -1.7313 1.4866 -0.8 0.3 -0.4 0.18
Cl -2.2268 1.4430 3.3221 0.3 0.3 0.9 0.03
C -3.0329 1.9220 1.8695 0.9 -1.4 -1.0 -0.26
Cl -3.1609 0.4093 0.8497 0.1 0.6 -0.1 -0.04
Cl -2.1223 3.1953 1.0518 -0.7 -0.3 0.1 0.05
H -4.0546 2.0942 2.0926 -0.7 1.0 0.0 0.23
Cl 3.4520 3.4303 -5.5167 0.3 0.6 -0.1 0.02
C 2.3660 2.5779 -4.4455 0.0 -0.3 -0.7 -0.29
Cl 1.9116 1.0778 -5.2764 -0.3 -0.1 0.4 0.00
Cl 0.9979 3.5305 -3.9552 -0.6 0.3 -0.1 0.02
H 2.8655 2.3685 -3.5383 0.6 -0.6 0.7 0.25
C 1.4157 2.0023 -0.5217 0.5 1.7 0.1 -0.26
O 2.2956 1.5023 -1.5232 -0.9 0.1 0.0 -0.75
H 1.0446 2.9755 -0.8978 0.2 -0.4 0.3 0.18
H 0.5252 1.4456 -0.2120 0.3 -0.6 -0.5 0.17
H 2.0464 2.1860 0.3536 -0.4 0.1 0.3 0.17
H 2.4151 0.5883 -1.2947 0.3 -1.0 -0.2 0.49
C 0.2708 -1.1548 -2.6206 0.7 1.8 -0.4 -0.25
O 1.3039 -1.3731 -1.6992 0.5 1.5 0.7 -0.75
H 0.5640 -1.5099 -3.5903 -0.2 -0.4 -0.6 0.17
H -0.6741 -1.4955 -2.2968 -1.1 -0.9 0.3 0.16
H 0.1430 -0.0471 -2.7298 0.4 -0.8 0.2 0.19
H 1.4817 -2.2705 -1.4765 -0.2 -1.1 -0.1 0.48
```
Forces are in eV/Å.